Entry from the OMol25 dataset: C55H43N18PPtSe as an isolated structure (the ωB97M-V functional and the def2-TZVPD basis).

Geometry as XYZ:
```
119
Properties=species:S:1:pos:R:3:mulliken_charge:R:1
N -1.19 -2.43 -1.70 0.736
H -5.17 3.67 -6.66 0.430
H 1.19 0.83 -2.55 0.574
H 3.79 1.76 -2.64 0.240
N -1.15 0.84 -1.00 0.143
C -4.68 2.03 -3.74 -0.115
H -4.48 -3.41 3.97 0.524
C 4.19 3.86 4.83 -0.809
Se 5.09 -2.25 -3.95 0.230
C -2.05 1.50 -0.26 -0.148
H 2.92 0.48 -0.69 -0.657
C -0.72 0.36 -3.40 0.336
N 0.13 2.56 2.78 0.642
C -2.28 -5.82 4.85 -0.472
H 2.97 4.32 1.09 0.517
H -1.09 2.34 4.47 0.321
H -2.84 -0.59 4.68 0.320
H -2.84 -6.08 -3.01 0.488
C -2.94 -3.34 -0.10 -0.049
C 5.46 0.83 -1.47 0.245
H -0.28 -6.01 4.09 0.480
H -4.99 2.39 -0.74 0.339
C 2.94 2.31 0.49 -0.966
H 1.28 -1.34 -6.24 0.479
C 5.28 -0.45 -2.22 0.081
H 5.50 1.38 0.67 0.732
C -2.60 1.79 -2.38 0.740
C -2.71 -2.85 -1.51 -0.385
C -2.87 -5.34 -2.22 -1.074
H -1.35 3.84 3.55 0.338
H -2.54 -3.67 -3.55 0.598
C 3.37 3.06 4.05 -0.372
N -0.93 -3.66 -2.15 0.384
H 1.28 5.46 2.86 0.482
H -6.39 2.30 -5.01 0.426
H -3.90 3.28 0.34 0.425
H -3.35 -2.02 -1.81 0.490
C 0.67 0.34 -3.36 -0.124
H -2.77 4.17 -6.33 0.437
C -3.46 -5.09 4.82 -0.796
C 3.97 5.22 4.91 -0.475
N 4.93 -1.78 -0.12 -0.488
C -1.31 -4.34 3.22 0.524
C -0.36 1.71 1.86 -0.349
C 1.54 -2.68 1.37 -0.821
C 2.31 3.63 3.35 -0.556
C -2.59 -2.44 2.29 0.764
H 2.47 -0.27 -4.36 0.488
C -4.06 2.94 -0.68 -0.978
H -4.11 3.80 -1.34 0.334
N 0.62 1.37 1.02 -0.056
H -2.19 -6.68 5.50 0.426
N 4.79 -2.73 -2.25 -0.873
N 5.40 -0.54 -3.50 -0.874
C -0.61 3.13 3.90 -0.796
H 2.75 6.87 4.26 0.434
N 1.23 -1.40 1.36 1.210
C -3.25 -5.63 -0.97 -0.746
H -2.47 -0.20 -4.51 0.590
H 0.10 3.64 4.55 0.407
C 2.92 5.80 4.20 -0.924
C 0.72 -0.87 -5.44 -0.783
H 3.53 1.99 3.99 0.534
C -2.64 3.09 -4.49 -0.102
N 1.40 -3.51 0.25 0.181
C 4.83 3.24 -1.50 -1.161
P -2.15 1.47 1.57 -0.409
C 4.31 1.85 -1.69 0.291
H 5.54 3.61 -2.23 0.506
C 4.98 -0.70 0.57 -0.625
C 4.44 4.00 -0.49 -1.238
H -1.36 0.14 4.02 0.092
C -2.42 -0.34 1.62 -0.631
C -4.65 3.29 -5.79 -0.440
H -1.36 -1.56 4.51 0.298
C 4.96 -1.67 -1.52 0.691
C -1.48 1.00 -2.31 -1.000
H 5.02 -0.82 1.65 0.493
C 2.09 5.01 3.42 0.389
C -1.39 -0.23 -4.47 -0.466
N 1.97 -3.08 2.54 -0.239
C -2.43 -3.98 -2.52 0.123
C 0.44 -3.30 -0.63 0.096
N -2.33 -1.16 2.71 0.610
H -3.45 -4.98 1.10 0.588
H 4.83 5.00 -0.38 0.467
C -0.67 -0.85 -5.48 -0.998
C 3.41 3.56 0.45 0.096
N -2.93 2.10 -1.08 0.622
H 6.46 1.22 -1.64 0.621
H -1.20 -1.30 -6.32 0.500
C -1.96 -0.77 4.07 -0.583
H 5.01 3.41 5.38 0.441
Pt 0.21 -0.32 0.02 0.757
C 1.76 2.07 1.36 0.282
C -2.49 -3.61 3.19 -1.301
C -3.31 3.57 -5.60 -0.807
N 1.46 -0.97 2.62 0.126
N 0.00 -4.26 -1.52 -0.940
H 1.93 -4.37 0.22 0.340
C -2.80 -2.33 0.93 0.233
C -5.34 2.52 -4.86 -0.867
C 4.99 0.68 0.01 -0.194
N -0.27 -2.16 -0.76 0.262
C 1.46 2.77 2.51 0.679
H -4.29 -5.38 5.45 0.449
H -0.46 -4.04 2.62 0.360
H -5.21 1.41 -3.03 0.431
C -3.56 -3.98 3.99 -0.261
C -3.33 2.32 -3.55 -0.192
C -1.20 -5.45 4.05 -0.823
C -3.22 -4.64 0.10 0.204
C 1.39 -0.27 -4.38 -0.359
H -3.58 -6.63 -0.73 0.460
H 4.62 5.84 5.51 0.435
H -1.59 3.31 -4.34 0.462
N -2.74 -1.03 0.55 -0.297
C 3.60 1.29 -0.42 1.056
N 1.91 -1.97 3.30 -0.913
```

The value obtained for the energy relative to the best compared isomer or geometry (same formula, charge and spin) is 0.0 kcal per mole. As for the HOMO-LUMO gap: 5.22 eV. The charge is +2. The calculation puts the total energy at -162420.2950 eV.

---

Entry from the OMol25 dataset: C28H31ClNO3PtS2Si as an isolated structure (the ωB97M-V functional and the def2-TZVPD basis).

Geometry as XYZ:
```
68
Properties=species:S:1:pos:R:3:nbo_charge:R:1
H -0.71 4.69 -0.50 0.235
H 2.04 1.95 -1.57 0.243
C 2.27 -1.34 -1.62 -0.608
H -3.95 2.12 -1.56 0.227
H -1.78 6.56 -1.74 0.238
C -2.24 5.58 -1.71 -0.238
C -0.28 -0.98 -3.34 -0.546
O -2.31 1.19 0.16 -0.655
H 3.28 1.15 0.32 0.229
H 3.89 0.45 -3.50 0.205
C 3.52 0.22 -0.19 -0.248
C 4.88 0.39 -0.89 -0.395
H 2.73 -2.07 -0.96 0.249
H 1.08 -7.41 -3.19 0.226
H -2.06 -1.18 5.34 0.208
H 2.61 -1.50 -2.65 0.261
C 2.34 1.06 -2.13 -0.271
S 0.91 0.71 2.90 0.041
H -0.49 -2.39 0.49 0.252
H 0.07 -5.84 -4.82 0.224
H 0.79 0.05 -6.40 0.224
C -1.63 2.18 -0.24 0.777
C 0.11 -0.14 -5.58 -0.197
C 0.92 -6.37 -2.92 -0.183
H 1.35 -4.26 -0.32 0.194
C -1.23 0.23 -5.68 -0.184
H 5.64 0.57 -0.13 0.244
H -5.01 3.98 -2.84 0.237
H 1.55 0.82 -2.84 0.256
H -0.27 -3.49 -4.22 0.222
H -3.31 -0.42 4.32 0.212
C 3.67 1.32 -2.88 -0.396
C -1.65 4.54 -1.02 -0.149
Si 0.32 -1.87 -1.80 1.705
H 1.61 -1.04 -4.38 0.201
C 4.80 1.55 -1.88 -0.411
C -3.48 3.10 -1.62 -0.099
C -3.45 5.37 -2.36 0.000
H 3.55 -0.59 0.54 0.235
C -2.37 -0.27 4.83 -0.266
H 1.69 -6.61 -0.93 0.224
H 3.54 2.17 -3.53 0.243
C 1.07 -4.60 -1.31 -0.132
C -4.07 4.13 -2.33 -0.257
H 5.13 -0.54 -1.41 0.211
H 5.75 1.65 -2.42 0.239
H -1.69 -1.49 -0.45 0.262
H -3.14 0.23 -4.71 0.226
N 2.52 -0.03 -1.20 -0.072
C -2.27 3.30 -0.96 -0.208
C 0.57 -0.74 -4.42 -0.218
Cl -4.18 6.66 -3.23 0.039
C -2.09 -0.03 -4.63 -0.220
C 0.36 -5.49 -3.83 -0.193
H -2.45 0.53 5.56 0.209
H 4.63 2.48 -1.34 0.211
C -0.14 0.21 4.16 -0.012
Pt -0.40 0.19 0.95 1.025
C 0.53 -3.69 -2.23 -0.542
H -1.59 0.71 -6.58 0.229
S 0.51 -0.02 5.64 0.013
O -0.37 2.20 -0.03 -0.685
C 0.17 -4.16 -3.49 -0.192
C -0.63 -1.56 -0.21 -1.247
O -1.41 0.08 3.82 -0.503
C 1.27 -5.93 -1.65 -0.228
H -2.31 -0.82 -2.65 0.207
C -1.62 -0.62 -3.47 -0.123
```

The expectation value of S² is 6.019. As for the HOMO-LUMO gap (alpha / beta): 8.82 / 5.26 eV. Its spin multiplicity is 5. The charge is +1. The calculation puts the total energy at -82480.2967 eV.

---

Entry from the OMol25 dataset: C45H26BrF4N3O2PPdS4 as an isolated structure (the ωB97M-V functional and the def2-TZVPD basis).

Geometry as XYZ:
```
87
Properties=species:S:1:pos:R:3:mulliken_charge:R:1
C -3.64 -0.10 -0.17 -0.384
S 0.10 1.65 1.99 0.036
C -5.18 4.81 -0.85 -0.645
H 6.03 0.28 2.33 0.522
H 5.17 0.54 4.64 0.485
C 1.97 -2.48 0.17 1.251
H -7.05 -0.05 -0.58 0.475
C 3.24 1.77 -2.45 -0.956
C -3.95 2.62 -0.37 0.535
S -3.84 -6.73 -1.43 -0.151
C -5.08 1.80 -0.43 -0.469
Br 0.04 -2.73 2.30 -0.087
C 4.48 0.33 3.83 -0.504
H 4.50 -0.22 0.49 0.579
C 3.57 5.26 0.39 -0.814
C 2.26 -0.11 3.05 -0.454
H 0.59 -1.03 -2.22 0.389
C -1.50 -7.61 -0.92 -0.608
H 1.04 0.05 -4.37 0.496
H 4.87 3.95 3.24 0.494
H -3.04 -9.00 -1.68 0.477
C -6.05 -0.47 -0.50 -1.196
C 4.10 -0.09 1.48 -0.684
N -2.54 0.70 -0.02 0.203
C 2.54 1.37 -3.58 -0.649
H -1.78 2.58 -0.09 -0.955
C -4.90 6.15 -0.95 -0.620
C 4.97 0.19 2.53 -1.036
H 5.34 5.65 1.53 0.478
C 2.44 4.47 0.34 0.201
S 1.12 4.51 -0.82 1.130
H 2.75 1.83 -4.53 0.455
C 4.18 4.08 2.42 -0.821
C 1.33 -0.24 -2.28 -1.165
C -3.00 -4.21 -0.62 0.471
C -1.46 -6.24 -0.62 0.133
H 3.53 1.51 -0.35 0.581
C -4.29 -3.72 -0.64 -0.636
C 3.16 -4.38 -0.75 0.303
C 2.48 -5.24 0.10 0.802
Pd -0.72 -0.58 0.62 -0.033
C -3.45 -1.51 -0.24 -0.485
F 3.62 -2.23 -1.50 -0.354
C -2.67 -5.61 -0.84 0.210
H -0.58 -5.75 -0.23 -0.103
H 3.97 2.56 -2.52 0.450
H -3.07 7.40 -0.72 0.515
H -0.66 -8.29 -0.81 0.435
H 1.23 -0.34 3.28 0.298
P 1.66 -0.71 0.37 -0.214
C -4.94 0.42 -0.35 0.945
H 2.83 2.56 3.12 0.773
C -2.69 1.99 -0.15 0.862
H -5.62 6.92 -1.20 0.467
C 1.30 -3.37 1.03 -0.795
C -1.97 -3.27 -0.36 -0.466
H -6.16 4.38 -1.01 0.414
C 1.55 -4.72 1.00 0.355
C -5.86 -1.80 -0.56 -1.144
C 2.91 -3.01 -0.70 0.332
O 1.53 4.11 -2.12 -0.534
H -0.94 -3.61 -0.33 0.559
H 3.77 6.02 -0.36 0.546
C 3.04 3.30 2.36 -0.421
C 3.13 0.17 4.09 -1.156
C -2.73 -8.01 -1.38 -0.422
F 4.05 -4.86 -1.60 -0.254
N -2.17 -1.99 -0.15 0.136
O 0.31 5.67 -0.63 -0.658
F 0.91 -5.55 1.81 -0.403
F 2.70 -6.53 0.06 -0.274
C 4.45 5.05 1.45 -0.670
C -4.03 4.04 -0.53 0.904
C 2.04 0.16 -1.14 1.902
C 2.73 -0.22 1.73 1.829
C -4.54 -2.36 -0.47 0.907
N 0.28 3.19 -0.10 -0.535
C 0.90 2.83 0.95 0.467
C 2.99 1.18 -1.22 -0.437
H 2.76 0.24 5.10 0.511
H -6.69 -2.48 -0.70 0.496
C 1.58 0.36 -3.49 -0.874
S -2.63 5.05 -0.37 0.084
H -5.13 -4.39 -0.81 0.518
C 2.17 3.50 1.30 0.469
H -6.07 2.22 -0.56 0.472
C -3.54 6.42 -0.71 -0.286
```

The expectation value of S² is 6.057. The value obtained for the energy relative to the best compared isomer or geometry (same formula, charge and spin) is 19.4 kcal per mole. As for the HOMO-LUMO gap (alpha / beta): 6.27 / 3.94 eV. Its spin multiplicity is 5. The charge is +3. The calculation puts the total energy at -192646.9790 eV.

---

Entry from the OMol25 dataset: a 2-piece molecular cluster, C4H9NO overall (the ωB97M-V functional and the def2-TZVPD basis).

Geometry as XYZ:
```
15
Properties=species:S:1:pos:R:3:nbo_charge:R:1
C -0.13 0.58 2.13 -0.716
N 0.83 -2.11 -0.82 -0.618
H 0.35 -2.82 -1.37 0.332
H 1.39 1.65 0.97 0.138
H 0.44 -0.34 2.29 0.235
C 0.49 -0.94 -1.08 0.200
H -1.18 0.33 2.05 0.231
C 0.36 1.26 0.88 0.392
H -0.17 0.13 -2.76 0.238
O -0.42 1.80 0.08 -0.558
H 0.86 -0.15 -0.24 0.114
C -0.57 -0.29 -1.84 -0.740
H -0.87 0.64 -1.20 0.286
H 0.03 1.23 2.99 0.242
H -1.40 -0.97 -2.06 0.223
```

The value obtained for the energy relative to the best compared isomer or geometry (same formula, charge and spin) is 68.0 kcal per mole. As for the HOMO-LUMO gap: 10.21 eV. The calculation puts the total energy at -7829.3711 eV.

---

Number 1: strongest force on any atom 0.361 eV Å⁻¹. Number 2: strongest force on any atom 0.986 eV Å⁻¹. Number 3: strongest force on any atom 0.621 eV Å⁻¹. Number 4: strongest force on any atom 3.779 eV Å⁻¹.